*1*
Density functional theory data (ωB97M-V/def2-TZVPD) for a structure of composition C16H34CoP2.

Results
expectation value of S² = 3.781
orbital gap (alpha / beta) = 5.7 / 8.2 eV
HOMO energy (alpha / beta) = -5.00 / -7.84 eV

```
! RIJCOSX wB97M-V def2-TZVPD def2/J DEFGRID3
* xyz 0 4
P -1.3756 1.2890 -1.8218
P 1.3546 -0.4665 -2.1135
C -0.3229 1.4453 -3.3544
C 0.4493 0.1572 -3.6374
H 0.3706 2.2911 -3.1878
H -0.9978 1.7034 -4.1870
H -0.2372 -0.6511 -3.9529
H 1.2049 0.3059 -4.4266
C 2.8273 0.6410 -2.2686
H 3.5952 0.3191 -1.5545
H 2.5435 1.6764 -2.0305
H 3.2429 0.6053 -3.2851
C 1.9484 -1.9946 -2.9421
H 2.5223 -1.7534 -3.8465
H 1.0716 -2.5971 -3.2163
H 2.5717 -2.5686 -2.2487
C -1.9698 3.0136 -1.8062
H -2.6651 3.1473 -0.9698
H -2.4668 3.2605 -2.7535
H -1.1026 3.6727 -1.6614
C -2.7768 0.3499 -2.5552
H -2.4557 -0.6682 -2.8159
H -3.1534 0.8522 -3.4559
H -3.5845 0.2772 -1.8173
Co -0.0563 -0.7268 3.0758
C 0.8325 -1.8160 1.5066
C 1.4826 -0.5927 1.7489
C 1.3620 0.7178 1.0287
C 0.3423 1.7089 1.6536
C -0.8227 1.0259 2.2748
C -1.4882 -0.1251 1.8020
C -1.2780 -0.8690 0.5174
C -0.2996 -2.0651 0.5847
C -1.2973 -0.6093 4.5633
H 1.3215 -2.7213 1.8803
H 2.4089 -0.6643 2.3233
H 1.1412 0.5932 -0.0478
H 2.3431 1.2132 1.0843
H 0.8682 2.2852 2.4358
H 0.0338 2.4490 0.8974
H -1.3155 1.6015 3.0646
H -2.4692 -0.3124 2.2451
H -0.9263 -0.1830 -0.2905
H -2.2545 -1.2694 0.1989
H -0.8592 -2.9526 0.9211
H 0.0466 -2.2963 -0.4383
H -1.5198 -1.6459 4.8638
H -2.2345 -0.0891 4.3121
H -0.8044 -0.0878 5.4021
C 1.0675 -1.5971 4.3774
H 0.4991 -2.4602 4.7740
H 1.2546 -0.8747 5.1948
H 2.0276 -1.9442 3.9548
*
```



*2*
Density functional theory data (ωB97M-V/def2-TZVPD) for a structure of composition C16H34CoP2.

Results
expectation value of S² = 3.807
orbital gap (alpha / beta) = 4.4 / 6.3 eV
HOMO energy (alpha / beta) = -4.23 / -6.14 eV

```
! RIJCOSX wB97M-V def2-TZVPD def2/J DEFGRID3
* xyz 0 4
P -0.3809 -1.7977 -1.4836
P 0.3227 1.8963 -1.3495
C -0.4480 -0.5527 -2.8800
C 0.4012 0.7361 -2.8448
H -1.4842 -0.2498 -2.9969
H -0.2324 -1.1566 -3.7718
H 1.4327 0.4147 -2.9824
H 0.1995 1.3546 -3.7363
C -1.3614 2.5765 -1.6455
H -1.6179 3.1667 -0.7640
H -2.1006 1.7691 -1.6898
H -1.4422 3.1867 -2.5561
C 1.4404 3.3121 -1.7299
H 1.1741 3.9167 -2.6152
H 2.4884 2.9892 -1.8285
H 1.4514 3.9936 -0.8671
C -1.3507 -3.2598 -2.0174
H -1.3153 -4.0400 -1.2411
H -0.9857 -3.7035 -2.9563
H -2.4184 -3.0235 -2.1264
C 1.3378 -2.3940 -1.8031
H 2.0310 -1.5453 -1.7876
H 1.4187 -2.9199 -2.7670
H 1.6265 -3.0352 -0.9633
Co 0.0165 -0.0355 2.4412
C 0.5944 1.9593 0.6174
C -0.7762 1.3194 1.0594
C -1.5713 0.2434 0.3115
C -1.8910 -1.1092 1.0556
C -0.6752 -2.0313 0.6851
C 0.6855 -1.4904 0.9682
C 1.4493 -0.3120 0.2940
C 1.8022 0.9479 1.1860
C 0.4148 -1.2861 3.9475
H 0.7179 3.0831 0.8585
H -1.4648 2.0501 1.5327
H -1.1602 -0.0365 -0.7272
H -2.5431 0.6450 -0.0433
H -2.1143 -0.8863 2.1711
H -2.8588 -1.4920 0.6403
H -0.7632 -3.1387 0.8823
H 1.4447 -2.2018 1.3862
H 0.9335 0.0578 -0.6728
H 2.4036 -0.6017 -0.1743
H 1.8658 0.6404 2.3555
H 2.8218 1.2939 0.9172
H 1.2722 -0.8882 4.5372
H 0.6767 -2.2938 3.5565
H -0.4467 -1.3673 4.6513
C -0.2113 1.1391 3.9789
H 0.6300 1.1300 4.6771
H -1.0643 0.8411 4.5953
H -0.3754 2.1862 3.7155
*
```



Name the least stable of them. *2*.